Here is a cluster of 11 separate species, C28H50Cl30OP in total from the Open Molecules 2025 dataset. Energies are from wB97M-V/def2-TZVPD.

Properties
Orbital gap   9.93 eV
LUMO level   -2.28 eV
Net charge   +1
F_max   0.35 eV/A
HOMO level   -12.208 eV

Last column: Mulliken charge in e.
CARTESIAN COORDINATES (ANGSTROEM)
C (-3.06185, -2.72153, -1.19799)  -0.872
C (-3.31184, -1.22820, -1.39930)  0.109
C (-3.65064, -0.80122, -2.83858)  -0.512
C (-2.91333, -1.52836, -3.97062)  -1.053
C (-1.42754, -1.13251, -4.13506)  -0.420
C (-0.39209, -2.10299, -3.53263)  -0.449
C (0.30062, -1.62515, -2.24070)  0.211
C (1.82352, -1.54245, -2.36250)  0.418
C (2.51439, -1.19486, -1.04162)  -1.102
C (2.65408, 0.30619, -0.76682)  -0.342
C (3.40936, 1.08674, -1.84332)  -0.410
C (3.64706, 2.54162, -1.43152)  0.744
C (3.83143, 3.48688, -2.61797)  -0.698
C (2.58214, 3.77874, -3.48097)  -1.260
C (1.19336, 3.73689, -2.84034)  -0.022
C (0.75796, 4.99944, -2.06864)  -0.704
P (1.49863, 5.21355, -0.45476)  0.076
C (0.81302, 4.11831, 0.77822)  1.004
C (-0.67621, 4.43409, 1.07658)  -0.508
O (-0.82725, 4.99286, 2.36040)  -0.397
H (-3.08530, -2.96918, -0.13387)  0.286
H (-2.09195, -3.03778, -1.57987)  -0.074
H (-3.83175, -3.32476, -1.68515)  0.333
H (-4.15131, -0.94144, -0.75763)  0.421
H (-2.45115, -0.65533, -1.03286)  0.025
H (-3.41832, 0.26314, -2.92933)  0.030
H (-4.73126, -0.88398, -2.98751)  0.347
H (-3.44429, -1.30492, -4.89923)  0.427
H (-2.98436, -2.61235, -3.83969)  0.381
H (-1.28272, -0.14091, -3.68393)  0.128
H (-1.21372, -1.00819, -5.19939)  0.434
H (0.38584, -2.28405, -4.27977)  0.025
H (-0.87191, -3.06795, -3.34972)  0.479
H (-0.11021, -0.64338, -1.96673)  -0.051
H (0.07217, -2.28484, -1.39677)  -0.161
H (2.19949, -2.49692, -2.73105)  -0.649
H (2.07456, -0.80908, -3.13650)  0.382
H (3.50395, -1.65730, -0.98143)  0.428
H (1.92282, -1.63770, -0.23206)  0.409
H (3.19776, 0.44244, 0.17647)  0.439
H (1.65580, 0.74494, -0.61174)  -0.053
H (2.87917, 1.06201, -2.79953)  0.135
H (4.37601, 0.60108, -2.01429)  0.231
H (4.53993, 2.60766, -0.80066)  0.434
H (2.81514, 2.84300, -0.78731)  -0.872
H (4.31164, 4.42061, -2.30221)  0.413
H (4.56584, 3.01675, -3.27799)  0.249
H (2.56275, 3.07231, -4.31285)  0.445
H (2.70719, 4.76356, -3.94519)  0.426
H (1.06008, 2.84766, -2.21466)  -0.167
H (0.46494, 3.63017, -3.64621)  0.469
H (-0.31910, 4.97503, -1.87207)  0.388
H (0.96277, 5.90465, -2.64846)  0.555
H (1.25952, 6.51184, -0.00553)  0.215
H (2.88296, 5.10252, -0.52372)  0.102
H (1.40608, 4.29844, 1.67908)  -0.642
H (0.97386, 3.08378, 0.47172)  0.116
H (-1.26917, 3.52596, 0.94153)  0.210
H (-1.08700, 5.19036, 0.40097)  0.323
H (-0.43121, 4.39115, 3.01195)  0.202
C (-4.11862, -5.91878, 1.10939)  0.708
Cl (-3.05847, -6.45204, -0.20029)  -0.110
Cl (-3.17327, -5.14581, 2.38889)  -0.124
Cl (-5.37934, -4.84347, 0.52754)  -0.068
H (-4.58851, -6.79467, 1.53606)  -0.365
C (-6.86105, -3.70977, 4.37748)  -0.089
Cl (-8.21291, -3.07917, 3.44219)  -0.120
Cl (-6.62400, -5.43038, 4.05724)  -0.026
Cl (-5.38731, -2.79768, 4.05176)  -0.100
H (-7.09633, -3.59648, 5.42727)  0.341
C (-2.85215, 5.82727, 4.79545)  0.499
Cl (-4.13199, 6.99240, 4.47419)  -0.124
Cl (-1.94935, 6.25719, 6.24932)  -0.128
Cl (-3.49444, 4.18729, 4.91302)  -0.124
H (-2.17194, 5.84934, 3.95441)  -0.100
C (3.33599, 4.53391, 4.34074)  -0.020
Cl (1.68909, 3.88494, 4.49649)  -0.143
Cl (4.39620, 3.81862, 5.52002)  -0.064
Cl (3.93508, 4.27669, 2.68581)  -0.107
H (3.28226, 5.60207, 4.50550)  0.321
C (-6.89441, -9.36998, 4.16512)  0.103
Cl (-5.92772, -8.52897, 2.93630)  -0.164
Cl (-8.34239, -10.05747, 3.44796)  -0.108
Cl (-5.93115, -10.59182, 4.98092)  -0.112
H (-7.19510, -8.63041, 4.89587)  0.225
C (7.78398, 1.63930, -2.38062)  -0.056
Cl (7.66206, 0.47910, -1.06404)  -0.106
Cl (6.93671, 1.06007, -3.81291)  -0.113
Cl (7.14881, 3.21488, -1.88047)  -0.110
H (8.82851, 1.76893, -2.63086)  0.388
C (0.15725, -6.12194, 1.30500)  0.558
Cl (0.45631, -4.80057, 0.17102)  -0.016
Cl (0.60214, -7.66879, 0.59366)  -0.119
Cl (1.00394, -5.84787, 2.82591)  -0.138
H (-0.90445, -6.13852, 1.50991)  -0.314
C (-4.15859, 3.02958, -0.89952)  -0.177
Cl (-4.32371, 2.32851, 0.70664)  -0.102
Cl (-2.58732, 2.59660, -1.60333)  -0.041
Cl (-5.46611, 2.53437, -1.95829)  -0.093
H (-4.19160, 4.10666, -0.80162)  0.401
C (4.66419, 1.05498, 9.16628)  0.013
Cl (6.14949, 0.65785, 8.30403)  -0.118
Cl (4.94955, 2.28408, 10.39169)  -0.109
Cl (3.41004, 1.57466, 8.03416)  -0.094
H (4.31398, 0.15911, 9.66130)  0.316
C (3.69775, -4.52909, -4.84503)  -0.040
Cl (5.13003, -3.63210, -4.33344)  -0.118
Cl (2.81540, -5.14951, -3.44997)  -0.096
Cl (2.66535, -3.51942, -5.85904)  -0.119
H (4.02445, -5.37440, -5.43562)  0.370